Record 1
{
  "formula": "C24H31Br2CsN6O6",
  "method": "ωB97M-V/def2-TZVPD",
  "species": ["Br", "O", "H", "C", "N", "C", "H", "C", "C", "C", "H", "O", "H", "O", "H", "C", "C", "C", "H", "H", "H", "H", "C", "C", "C", "H", "H", "C", "N", "C", "H", "C", "C", "H", "H", "H", "H", "C", "N", "C", "H", "H", "N", "O", "Br", "O", "H", "C", "H", "H", "H", "H", "C", "H", "O", "C", "H", "H", "H", "Cs", "H", "H", "H", "C", "H", "C", "N", "N", "C", "C"],
  "xyz": [[1.991, 1.438, 4.975], [0.276, 0.515, 2.574], [-2.503, -0.819, -0.840], [3.763, 1.763, -1.742], [3.601, -0.204, 2.230], [-1.870, 0.514, 3.621], [3.848, -0.778, -1.113], [-1.311, 2.658, -3.267], [-0.636, 1.276, 6.013], [-3.732, 0.049, 2.373], [3.711, -0.770, 3.062], [-1.466, 3.857, -1.230], [-4.148, -0.182, 1.395], [-1.013, 1.545, -2.751], [2.410, -0.302, -0.275], [-4.038, 0.493, 4.689], [-1.691, -1.469, -2.585], [0.950, -3.642, -0.873], [2.574, -2.477, -1.636], [4.431, 1.245, -2.438], [2.108, 2.173, -2.943], [-2.911, -2.852, 0.022], [-2.639, 0.692, 4.801], [1.626, -2.860, -2.008], [-0.404, 0.699, 3.609], [-2.531, -2.000, -3.061], [-5.653, 0.034, 3.377], [-1.834, 4.967, -3.390], [-2.435, 0.206, 2.438], [0.128, 1.113, 4.859], [5.021, 1.265, -0.052], [-1.476, 2.955, -4.691], [3.501, -0.245, -0.223], [-0.947, -3.941, 1.079], [-1.849, -3.552, -1.176], [0.520, -1.807, -0.243], [1.760, 1.792, -1.410], [-1.797, 4.414, -4.787], [2.375, 1.562, -2.181], [-1.922, -2.745, -0.438], [1.302, -0.955, -2.809], [0.110, -4.223, -1.275], [-1.785, -1.469, -1.131], [-1.393, 2.172, -5.636], [-2.986, 1.294, 7.615], [-1.995, 5.048, -5.810], [3.437, 1.831, 0.390], [-0.407, -2.109, -3.123], [1.667, -4.377, -0.488], [-0.491, -3.200, -3.074], [3.493, -1.976, 1.026], [-0.153, 1.576, 6.933], [-0.850, -2.937, 0.648], [-1.712, -0.425, -2.902], [-2.063, 6.135, -3.097], [3.966, 1.204, -0.335], [1.860, -3.558, -2.827], [2.614, 0.052, 2.222], [-0.343, -1.863, -4.187], [-0.624, 1.465, 0.016], [-1.036, -2.221, 1.453], [-4.660, 0.608, 5.566], [4.055, 2.818, -1.750], [-4.585, 0.175, 3.483], [5.036, -1.103, 1.010], [-1.986, 1.063, 5.999], [0.805, -1.739, -2.411], [0.519, -2.733, 0.183], [3.948, -0.980, 1.032], [-1.534, 3.845, -2.483]],
  "forces_ev_per_a": [[0.06, -0.02, -0.06], [0.07, -0.07, 0.31], [0.02, -0.08, -0.04], [-0.15, 0.07, 0.03], [0.01, -0.10, -0.09], [0.32, 0.19, 0.21], [0.09, -0.11, 0.02], [0.09, -0.08, -0.16], [0.16, 0.02, -0.04], [-0.16, -0.05, -0.15], [0.06, 0.02, 0.00], [-0.08, 0.41, 0.01], [0.02, 0.00, 0.03], [0.02, -0.17, -0.37], [-0.02, 0.09, -0.01], [0.23, 0.06, 0.13], [0.08, 0.03, 0.04], [-0.01, -0.01, 0.03], [0.08, 0.09, 0.02], [-0.03, -0.05, -0.03], [0.00, -0.04, -0.05], [-0.06, 0.00, 0.05], [-0.34, -0.06, 0.07], [-0.06, 0.14, 0.12], [0.23, -0.01, 0.02], [-0.09, 0.00, -0.04], [0.02, -0.01, -0.05], [0.07, -0.08, -0.07], [-0.14, -0.09, -0.15], [-0.24, -0.06, 0.14], [0.06, 0.04, -0.09], [-0.14, 0.07, 0.09], [-0.15, -0.07, -0.05], [0.00, 0.00, -0.01], [-0.03, -0.01, 0.01], [0.01, 0.01, 0.04], [-0.04, 0.06, -0.19], [0.05, -0.08, 0.21], [0.30, -0.14, 0.23], [0.08, -0.07, -0.20], [0.01, 0.00, 0.04], [0.03, 0.01, -0.03], [-0.04, 0.08, 0.23], [0.08, -0.11, -0.08], [0.09, 0.00, -0.05], [-0.03, 0.09, -0.18], [-0.03, -0.04, -0.02], [0.02, -0.05, 0.09], [0.02, -0.02, 0.04], [-0.05, 0.00, -0.01], [-0.01, -0.10, -0.04], [0.05, 0.00, -0.02], [0.01, -0.01, -0.03], [-0.01, -0.01, -0.02], [-0.05, 0.13, 0.10], [-0.10, -0.05, 0.01], [-0.01, -0.06, -0.07], [-0.06, 0.00, -0.03], [-0.03, 0.05, -0.06], [0.00, -0.09, 0.14], [0.04, 0.03, -0.02], [0.00, 0.01, 0.02], [0.06, 0.09, 0.02], [-0.02, -0.03, -0.08], [0.04, -0.03, 0.02], [-0.21, -0.06, -0.06], [-0.03, -0.10, -0.02], [-0.06, 0.01, -0.06], [-0.06, 0.34, 0.15], [-0.03, 0.06, 0.07]],
  "orbital_gap_ha": 0.162,
  "homo_energy_ev": -0.89,
  "total_energy_ev": -187251.9931,
  "total_charge": -2,
  "largest_force_ev_per_a": 0.42
}

---

Record 2
{
  "formula": "C6H11O",
  "method": "ωB97M-V/def2-TZVPD",
  "species": ["H", "H", "C", "C", "C", "O", "H", "C", "H", "H", "H", "C", "H", "H", "H", "H", "C", "H"],
  "xyz": [[0.869, -1.079, -1.943], [-2.435, 0.516, -2.205], [0.632, 0.834, 2.003], [0.597, -1.058, 0.227], [0.804, -0.370, -1.121], [-0.796, 0.841, 0.142], [0.015, -1.975, 0.121], [-0.209, -0.049, 1.045], [1.713, 0.233, -1.120], [-1.916, -1.099, -1.452], [0.003, 1.621, 2.408], [-1.662, -0.092, -1.754], [1.541, -1.336, 0.689], [-0.987, -0.524, 1.655], [0.996, 0.209, 2.817], [-0.211, 1.495, -1.740], [-0.417, 0.549, -1.241], [1.464, 1.283, 1.468]],
  "forces_ev_per_a": [[0.07, -0.03, -0.10], [-0.11, 0.00, -0.30], [-0.37, -0.40, -0.47], [-0.35, -0.15, 0.00], [-0.09, 0.08, -0.03], [-1.83, 0.31, -2.67], [0.04, -0.05, -0.05], [1.08, -0.74, 1.89], [-0.14, 0.06, -0.08], [0.03, -0.29, -0.07], [0.00, 0.05, 0.09], [0.50, 1.00, 2.22], [0.00, 0.07, 0.06], [0.04, 0.04, -0.34], [0.05, 0.03, 0.00], [-0.12, -0.09, 0.10], [1.02, 0.08, -0.24], [0.17, 0.04, 0.00]],
  "orbital_gap_ha": [0.266, 0.270],
  "homo_energy_ev": [-15.12, -15.17],
  "total_energy_ev": -8437.6835,
  "total_charge": 1,
  "largest_force_ev_per_a": 3.25
}

---

Record 3
{
  "formula": "C19H24F6N4O2PPt",
  "method": "ωB97M-V/def2-TZVPD",
  "species": ["F", "H", "F", "O", "C", "C", "H", "H", "C", "H", "C", "N", "C", "H", "H", "C", "P", "H", "N", "H", "C", "C", "C", "C", "H", "H", "C", "C", "C", "F", "Pt", "H", "H", "H", "C", "H", "C", "C", "N", "H", "H", "C", "H", "F", "H", "H", "F", "H", "C", "O", "F", "N", "H", "H", "H", "C", "H"],
  "xyz": [[-4.806, 0.899, 0.388], [2.248, 0.002, 4.078], [-3.026, 0.226, -0.947], [-0.009, 0.750, -0.367], [2.164, -0.510, 3.117], [0.910, -0.078, 2.354], [-2.259, 2.991, -0.587], [-0.624, 3.028, -3.377], [-0.911, -5.851, -0.708], [3.913, -2.478, -2.461], [4.498, -0.958, -1.006], [1.120, -1.443, -1.606], [0.469, 2.982, -0.058], [3.077, -0.317, 2.550], [-3.427, -3.341, -2.487], [1.039, 1.288, 1.731], [-3.529, 0.003, 0.572], [-0.144, 0.564, 4.130], [-0.122, -6.487, -0.159], [1.144, 4.955, 0.342], [-1.793, -3.677, -1.349], [1.672, 2.299, 2.409], [-0.284, 2.471, -2.502], [-2.891, -5.669, -2.171], [3.790, -0.829, -3.069], [4.184, 0.037, -0.692], [1.723, 3.604, 1.907], [1.113, 3.932, 0.697], [-1.685, 3.851, -0.935], [-3.807, -0.335, 2.095], [-0.457, -1.234, -0.488], [-1.221, 0.232, 2.768], [-2.184, 4.262, -1.813], [0.283, 4.326, -1.630], [-0.317, -0.097, 3.278], [2.110, -1.578, 3.328], [3.654, -1.455, -2.187], [2.237, -1.442, -1.848], [-3.708, -6.123, -2.848], [2.233, 4.371, 2.475], [0.749, -0.810, 1.561], [-1.872, -5.066, -1.394], [-0.972, 1.645, -2.342], [-2.601, 1.239, 1.021], [-0.486, -1.107, 3.654], [0.702, 2.062, -2.729], [-2.030, -1.002, 0.787], [4.411, -1.635, -0.158], [0.461, 1.609, 0.434], [-0.853, -3.146, -0.621], [-4.240, -1.342, 0.117], [-2.625, -2.894, -2.070], [2.129, 2.089, 3.367], [-2.750, -1.936, -1.783], [5.542, -0.913, -1.307], [-0.255, 3.429, -1.310], [-1.687, 4.609, -0.151]],
  "forces_ev_per_a": [[0.00, -0.02, -0.02], [0.00, 0.02, -0.02], [0.03, -0.02, -0.06], [-0.25, -0.13, 0.05], [0.02, -0.01, 0.00], [0.03, 0.02, 0.03], [0.02, 0.02, 0.00], [0.02, 0.00, -0.01], [0.01, -0.05, -0.02], [0.01, 0.00, -0.01], [0.01, -0.01, -0.02], [0.36, 0.09, 0.58], [0.03, 0.08, 0.07], [-0.01, -0.03, -0.02], [-0.01, 0.02, -0.01], [-0.01, 0.02, 0.06], [0.07, 0.12, 0.18], [0.00, 0.00, 0.00], [-0.01, 0.03, -0.01], [0.00, 0.00, 0.01], [0.15, 0.12, 0.04], [-0.04, 0.03, 0.03], [0.01, 0.02, -0.04], [0.14, -0.18, -0.07], [-0.01, 0.00, 0.00], [0.01, 0.00, -0.02], [0.01, -0.02, 0.00], [0.01, -0.03, -0.04], [-0.03, -0.07, -0.01], [-0.01, 0.01, -0.03], [-0.18, 0.36, -0.14], [0.04, -0.02, 0.02], [0.00, 0.00, 0.00], [-0.03, 0.03, 0.00], [-0.02, 0.01, -0.01], [-0.01, 0.01, 0.02], [0.00, 0.02, 0.07], [-0.15, -0.20, -0.49], [-0.07, 0.09, 0.06], [-0.02, 0.00, 0.00], [-0.02, -0.01, -0.05], [-0.10, 0.06, -0.02], [-0.01, 0.02, -0.01], [-0.02, 0.00, -0.04], [0.01, 0.00, 0.00], [0.01, 0.00, 0.02], [0.00, -0.18, -0.06], [-0.01, 0.01, 0.00], [0.09, -0.01, -0.06], [-0.07, -0.13, 0.06], [-0.02, -0.02, -0.02], [0.01, -0.04, 0.00], [0.01, 0.00, -0.01], [-0.05, 0.01, 0.02], [0.00, -0.01, 0.01], [0.01, -0.05, 0.00], [0.01, -0.01, 0.00]],
  "orbital_gap_ha": [0.269, 0.168],
  "spin_multiplicity": 2,
  "homo_energy_ev": [-7.83, -7.83],
  "total_energy_ev": -58992.5769,
  "total_charge": 0,
  "largest_force_ev_per_a": 0.69
}

---

Energy above the lowest of the compared OMol25 structures with the same formula, charge and spin across the listed records, respectively: 11.3; 41.3; 0.0 kcal/mol.